C14H30MoN3O2PSi | the ωB97M-V functional and the def2-TZVPD basis

The geometry in XYZ format:
```
52
Properties=species:S:1:pos:R:3:forces:R:3
Mo 0.000000 0.000000 0.000000 1.93 1.30 -1.38
Si 0.155900 -2.205700 -1.320400 -0.04 -0.62 -0.29
P 0.517000 1.180800 -2.106700 -0.37 -0.05 -0.84
N -1.748200 0.083300 -0.208500 -2.41 -0.01 -0.30
H 0.649000 1.469600 0.781900 0.22 0.80 -1.17
C 0.842700 3.007000 -2.063800 -0.03 -0.15 0.25
H 0.990500 3.435100 -3.072200 -0.09 -0.28 0.40
H 1.738300 3.189200 -1.446300 -0.34 -0.05 -0.24
H -0.011500 3.499300 -1.570100 0.33 -0.18 -0.20
C 1.952700 0.572500 -3.104100 -0.06 0.03 0.08
H 2.093900 1.177200 -4.017300 -0.08 -0.23 0.36
H 1.766900 -0.478400 -3.379500 0.07 0.38 0.09
H 2.866900 0.614900 -2.490100 -0.31 -0.02 -0.23
C -0.880700 1.063600 -3.307200 0.14 0.12 -0.06
H -0.651500 1.592000 -4.249400 -0.10 -0.21 0.33
H -1.781300 1.500500 -2.845200 0.33 -0.20 -0.14
H -1.073900 -0.002900 -3.507700 0.05 0.42 0.09
C 1.883700 -3.038200 -1.499800 0.15 -0.04 -0.02
H 2.331100 -3.244800 -0.509700 -0.18 0.07 -0.36
H 2.584400 -2.376100 -2.040600 -0.24 -0.25 0.20
H 1.820500 -3.993500 -2.052600 0.01 0.40 0.23
H -0.716300 -3.324100 -0.769100 0.18 0.24 -0.06
H -0.346800 -2.156200 -2.756400 0.11 0.06 0.24
C -3.097300 -0.002400 -0.440200 0.93 0.12 0.18
C -5.364700 0.830000 -0.097900 0.39 -0.19 -0.14
C -3.990800 0.931400 0.142200 -0.46 -0.03 -0.14
C -3.613300 -1.033100 -1.266800 -0.46 0.00 -0.05
C -4.987900 -1.118400 -1.501900 0.28 0.24 0.26
C -5.869400 -0.191200 -0.919800 -0.05 0.00 0.00
H -6.049200 1.554600 0.356800 0.26 -0.28 -0.17
H -3.578400 1.722400 0.775700 -0.17 -0.28 -0.22
H -2.911000 -1.748300 -1.705400 -0.27 0.24 0.14
H -5.378200 -1.916700 -2.142600 0.15 0.31 0.24
H -6.945900 -0.264700 -1.106200 0.43 0.03 0.07
C 3.201100 -0.152000 0.743700 -0.99 -0.31 -0.87
O 2.203300 -0.392500 0.039600 1.67 0.20 1.03
C 3.060400 0.509900 2.081700 -0.17 0.20 0.21
H 3.977600 1.045900 2.377100 -0.38 -0.18 -0.15
H 2.849900 -0.250500 2.856400 0.10 0.18 -0.32
H 2.175000 1.177600 2.021500 0.61 -0.25 0.05
C 4.569100 -0.508000 0.221900 0.19 -0.02 0.02
H 5.162800 0.415300 0.078700 -0.26 -0.35 0.06
H 4.488100 -1.052100 -0.730000 0.00 0.20 0.37
H 5.115500 -1.122100 0.961400 -0.23 0.24 -0.27
N 0.001900 -1.174900 3.941700 0.21 -0.44 1.08
C 0.000000 0.000000 3.270900 -0.36 -0.12 -3.03
N -0.002100 1.174400 3.943100 0.07 0.40 0.96
O 0.000000 0.000000 2.000000 -0.60 -1.44 5.33
H 0.002400 -1.195500 4.972000 0.00 -0.10 -1.14
H 0.003400 -2.068100 3.427300 -0.08 1.13 0.38
H -0.002900 2.068100 3.429900 -0.05 -1.11 0.31
H -0.001300 1.193700 4.973500 -0.01 0.07 -1.18
```
Forces are in eV/Å.

**HOMO-LUMO gap (alpha / beta)**: 0.1663 / 0.2498 hartree
**2S+1**: 3
**Expectation value of S²**: 2.030
**HOMO (alpha / beta)**: -4.51 / -6.80 eV

These are the Löwdin partial charges, in e, on atoms 1 to 5: 0.916 0.430 0.698 -0.251 -0.029

***

C6H38N2O11 | the ωB97M-V functional and the def2-TZVPD basis

The geometry in XYZ format:
```
57
Properties=species:S:1:pos:R:3:forces:R:3
C -0.900099 -0.848504 -0.161400 0.37 0.28 0.23
N -0.451784 0.358019 0.564511 -0.28 0.20 -0.33
C -1.128350 1.544271 0.015636 -0.09 0.59 1.01
C -0.477430 2.874734 0.445154 0.61 -0.20 -0.60
C -0.046480 -2.097279 0.086024 -0.13 -0.95 -0.35
N 0.814643 -2.255047 -1.114609 -0.07 0.32 0.03
C 0.048525 -3.203324 2.407308 1.14 -0.62 -0.27
C 0.730292 -2.276036 1.415899 -0.86 0.73 -0.62
H -0.761372 -0.576464 -1.208775 -0.18 -0.22 -0.17
H -1.963721 -1.057149 -0.019608 0.19 0.13 0.14
H -0.766268 0.299258 1.526477 0.13 -0.18 0.24
H -1.255445 1.453299 -1.053197 0.34 -0.05 -0.42
H -2.146194 1.620058 0.395847 -0.35 -0.30 -0.14
H -0.512893 3.592549 -0.374457 -0.66 0.31 0.20
H -0.954272 3.224944 1.354685 0.06 0.39 -0.02
H 0.605349 2.850111 0.609006 -0.08 -0.52 0.31
H -0.762874 -2.924459 0.046173 0.08 -0.12 -0.04
H 1.218590 -1.343074 -1.261139 0.22 0.38 -0.33
H 1.627945 -2.831672 -0.929814 -0.14 -0.25 0.18
H -0.291536 -4.127669 1.926389 -0.43 0.33 -0.08
H 0.817680 -3.585173 3.080310 -0.12 0.28 0.47
H -0.731319 -2.711941 2.963480 -0.47 -0.05 0.20
H 1.705219 -2.616464 1.130482 0.45 -0.52 0.07
H 0.940123 -1.302185 1.845019 -0.05 0.06 0.30
H -3.076775 0.660074 3.683454 0.48 -0.05 0.20
H -3.334791 1.885195 2.797499 -0.31 -0.80 0.31
O -3.708217 1.016068 3.055127 -0.29 0.99 -0.58
H 3.538933 -0.734771 1.356269 -0.15 -0.40 -0.35
H 3.020207 -0.482016 -0.012049 0.08 0.05 -0.24
O 3.445933 -1.181164 0.491805 0.28 0.31 0.57
H 0.857758 1.607213 -1.045011 0.06 -0.28 1.00
H 0.871662 1.811018 -2.501301 1.58 -0.36 0.48
O 1.516418 1.687845 -1.729263 -1.50 0.35 -1.59
H 3.724785 2.293834 0.232316 -0.06 -0.26 -0.54
H 4.702122 2.645251 1.321483 -0.31 -0.10 0.12
O 3.767535 2.433873 1.179172 0.57 0.45 0.24
H 1.348401 0.770484 1.664320 0.51 -0.25 0.62
H 2.679318 1.405631 2.138374 -0.58 -0.66 0.28
O 2.018146 0.708952 2.392077 -0.09 0.86 -0.79
H 4.367436 0.106475 -2.085711 0.00 0.75 0.50
H 3.177941 1.009194 -1.689195 0.62 0.27 -0.28
O 4.163748 0.956927 -1.643589 -0.65 -0.78 -0.34
H -4.215422 -0.688167 -3.841412 0.31 -0.37 0.37
H -4.197043 -1.765278 -2.716545 0.69 0.54 -0.54
O -3.613279 -1.220982 -3.290246 -1.21 -0.04 0.22
H -4.697109 -0.100476 0.312004 -0.51 0.06 -0.41
H -3.852380 0.051284 1.545133 0.15 -0.44 -0.34
O -3.896384 -0.447069 0.691845 0.08 0.34 0.77
H -0.624634 -1.866403 -3.563926 -0.03 0.15 -0.26
H -1.920842 -1.118006 -3.894100 0.32 -0.39 -0.16
O -1.030415 -1.310668 -4.255063 0.00 0.04 0.65
H -0.621453 -0.061986 4.340808 0.00 0.41 -0.10
H -0.674184 1.485292 4.250120 0.38 0.08 0.08
O -1.180685 0.689228 4.090741 -0.11 -0.58 0.02
H -0.299458 0.287098 -4.088701 0.30 0.83 -0.16
H -0.327830 1.559368 -4.978167 0.21 -0.03 0.39
O -0.003820 1.246389 -4.120257 -0.47 -0.70 -0.14
```
Forces are in eV/Å.

**HOMO-LUMO gap**: 0.3345 hartree
**2S+1**: 1
**HOMO**: -8.96 eV
**SMILES**: CCNC[C@@H](N)CC.O.O.O.O.O.O.O.O.O.O.O

These are the Löwdin partial charges, in e, on atoms 1 to 5: -0.170 -0.056 -0.282 -0.078 -0.348

***

C37H55BN6P2RuS | the ωB97M-V functional and the def2-TZVPD basis

The geometry in XYZ format:
```
103
Properties=species:S:1:pos:R:3:forces:R:3
Ru -0.070480 0.356401 -0.098321 -0.37 -0.29 0.39
C 0.885484 -4.370974 -1.995490 0.01 0.01 0.03
C 0.858626 -3.343802 -0.852983 -0.03 0.00 0.04
C -0.406923 -3.623060 -0.036415 0.06 0.03 0.03
C 2.063240 -3.554773 0.065419 -0.02 0.03 0.01
P 0.782883 -1.557745 -1.455542 0.00 0.13 -0.07
C -0.333000 -1.764217 -2.930598 -0.02 -0.02 0.04
N -0.996018 -0.502404 -3.074348 0.01 -0.04 0.20
B -1.038621 0.460047 -2.019376 0.36 0.37 -0.41
N -1.818243 1.540009 -2.543015 -0.05 -0.14 0.17
C -2.132175 2.724397 -1.801652 -0.04 0.03 0.11
P -1.110893 2.604769 -0.245175 0.10 -0.01 -0.08
C -2.340975 2.850950 1.154073 -0.04 0.04 -0.01
C -3.487024 1.852496 0.926109 0.05 -0.06 -0.02
C -2.957488 4.249615 1.231646 0.04 0.03 -0.05
C -1.653180 2.538177 2.487058 0.02 0.00 0.01
C 0.018553 4.107649 -0.430612 0.00 0.01 -0.06
C 0.658410 4.516323 0.900650 0.00 0.01 0.04
C -0.678242 5.358040 -0.996148 -0.02 -0.01 0.00
C 1.089582 3.715219 -1.459088 0.04 -0.04 -0.01
C -2.198806 1.249934 -3.843553 -0.08 -0.10 -0.16
C -2.947693 1.975381 -4.757919 0.02 0.02 0.07
C -3.162927 1.416357 -6.009097 -0.04 0.02 -0.04
C -2.654874 0.161367 -6.337276 -0.02 -0.02 -0.04
C -1.916513 -0.578060 -5.424699 0.03 -0.01 0.06
C -1.685964 -0.021134 -4.175431 -0.15 0.02 -0.08
C 2.432719 -1.070761 -2.244087 0.02 -0.06 -0.12
C 2.213081 0.316116 -2.870291 0.00 0.07 0.08
C 3.574634 -1.015227 -1.214645 0.01 0.07 -0.01
C 2.909435 -1.997079 -3.370747 -0.07 -0.04 -0.04
H 1.018662 -5.358907 -1.547600 0.00 0.00 -0.01
H 1.690591 -4.224658 -2.706016 0.07 0.03 -0.05
H -0.056889 -4.398476 -2.543439 0.04 0.00 0.01
H -0.464540 -4.696205 0.160106 0.00 -0.01 0.00
H -1.321833 -3.339557 -0.562620 0.02 -0.01 0.00
H -0.384923 -3.112584 0.924206 0.03 -0.09 -0.11
H 1.968456 -4.528527 0.552721 -0.01 0.00 0.00
H 2.095818 -2.792999 0.848159 0.04 0.00 0.00
H 3.006462 -3.548354 -0.475997 -0.01 0.00 0.00
H -1.041590 -2.571386 -2.724454 -0.02 0.03 -0.03
H 0.226015 -2.045801 -3.825230 0.01 0.04 0.04
H -3.193337 2.785112 -1.547380 -0.01 -0.01 -0.02
H -1.888087 3.621378 -2.367640 0.05 -0.01 0.01
H -4.204426 2.220431 0.192522 0.01 -0.02 -0.01
H -4.025566 1.709098 1.864896 0.00 0.00 0.01
H -3.131166 0.876010 0.598220 0.01 -0.07 0.02
H -3.396403 4.563088 0.282709 0.00 0.01 0.00
H -2.240697 5.001628 1.557821 0.00 0.01 -0.04
H -3.762117 4.226651 1.970997 0.00 0.00 0.00
H -1.204289 1.546661 2.486513 0.00 -0.04 0.01
H -2.398129 2.568983 3.285581 -0.01 0.02 -0.01
H -0.878418 3.265607 2.727353 0.01 -0.03 -0.01
H -0.062449 5.026151 1.540987 0.02 -0.01 0.00
H 1.464554 5.224545 0.694779 0.00 -0.01 -0.01
H 1.083140 3.680865 1.450282 0.02 -0.01 0.00
H -1.536570 5.684775 -0.417787 -0.06 -0.02 0.04
H -0.978058 5.243719 -2.036491 0.01 0.02 0.01
H 0.053927 6.168438 -0.974806 -0.01 0.00 0.01
H 1.781326 2.961099 -1.088446 -0.06 0.10 -0.03
H 1.674397 4.603495 -1.708595 0.00 0.01 0.00
H 0.640949 3.345905 -2.385632 0.00 -0.01 0.00
H -3.357989 2.944787 -4.503734 0.02 0.00 0.00
H -3.742908 1.961493 -6.741714 0.01 0.00 0.01
H -2.847750 -0.248115 -7.319795 0.01 0.00 0.01
H -1.536833 -1.559109 -5.681274 0.00 0.01 0.00
H 1.893070 1.054539 -2.134685 0.05 -0.09 -0.08
H 1.469162 0.287922 -3.668405 -0.02 0.00 0.00
H 3.157038 0.647718 -3.307355 0.02 0.00 -0.01
H 3.248643 -0.742463 -0.218609 -0.05 0.08 0.16
H 4.305078 -0.267674 -1.530962 -0.02 0.01 -0.01
H 4.097367 -1.967666 -1.153520 -0.01 0.01 0.01
H 2.172788 -2.135558 -4.163008 0.06 -0.01 0.02
H 3.226594 -2.969615 -3.001391 -0.02 -0.04 0.01
H 3.786816 -1.532457 -3.827727 -0.01 -0.01 0.00
S 1.783759 1.288363 0.701419 0.25 0.10 -0.28
C 2.069092 0.357501 2.140244 -0.54 -0.15 -0.25
N 3.090895 0.694369 2.892609 0.01 0.05 0.03
N 3.363659 0.130892 4.040919 0.24 0.28 -0.07
C 3.029039 -1.142852 4.549943 -0.16 -0.55 0.24
C 2.799236 -1.261353 5.917264 -0.01 0.07 -0.23
C 2.539782 -2.510097 6.459379 -0.03 -0.11 0.04
C 2.507395 -3.633319 5.646422 -0.03 0.01 0.08
C 2.759761 -3.509784 4.285879 0.01 0.01 -0.08
C 3.028530 -2.270913 3.733948 0.05 0.09 0.15
N 1.089546 -0.512230 2.503783 -0.01 -0.02 0.38
N 0.078173 -0.513327 1.724000 0.51 0.02 -0.15
C -1.048934 -1.210591 2.245159 -0.22 -0.03 0.19
C -2.113956 -1.473247 1.387685 0.02 0.15 0.20
C -3.253013 -2.088449 1.874030 -0.06 0.00 -0.03
C -3.323807 -2.459821 3.209952 0.00 -0.01 0.01
C -2.253395 -2.207504 4.059181 -0.05 -0.04 0.02
C -1.114467 -1.577462 3.590196 -0.07 0.03 -0.17
H 4.094305 0.619310 4.534402 0.04 0.05 -0.03
H 2.811767 -0.380645 6.547622 0.01 0.01 -0.02
H 2.360378 -2.601850 7.522286 -0.01 -0.01 -0.01
H 2.296116 -4.605451 6.071223 0.02 0.01 0.01
H 2.764704 -4.388626 3.653562 -0.01 0.01 0.01
H 3.253934 -2.172218 2.682320 0.01 0.00 -0.06
H -2.029615 -1.239671 0.330295 -0.03 0.05 -0.01
H -4.079365 -2.291409 1.205330 0.00 -0.01 0.01
H -4.209854 -2.951642 3.588915 0.00 0.01 -0.01
H -2.308855 -2.497829 5.100062 -0.01 0.00 -0.01
H -0.287303 -1.364138 4.249983 0.05 0.02 0.00
```
Forces are in eV/Å.

**HOMO-LUMO gap (alpha / beta)**: 0.2235 / 0.2354 hartree
**2S+1**: 2
**Expectation value of S²**: 0.919
**HOMO (alpha / beta)**: -9.76 / -10.15 eV
**Total charge**: +1

These are the Löwdin partial charges, in e, on atoms 1 to 5: 0.585 -0.075 -0.664 -0.094 -0.081

***

For reference, strongest force on any atom by record: 5.55; 2.22; 0.66 eV Å⁻¹.
For reference, electronic energy by record: -42590.6397; -32342.0478; -80870.0218 eV.